Here is a molecular structure, CH2O2S2 at a distorted geometry from OMol25. Energies are from the ωB97M-V functional and the def2-TZVPD basis.

The geometry in XYZ format:
```
7
Properties=species:S:1:pos:R:3
S 3.369 1.481 0.263
S 6.434 -0.468 0.049
O 5.495 -0.766 1.094
O 5.907 -0.428 -1.285
C 2.018 1.550 -0.436
H -0.353 0.085 -0.095
H -1.026 -0.223 0.153
```

Properties
net charge: 0
ΔE to the lowest compared entry with this formula, charge and spin: 64.69 kcal per mole
E_LUMO: -1.53 eV
HOMO: -11.1243 eV
energy: -986.03019 hartree


Here is 2 unconnected molecules or ions with the total composition CH2O2S2 at a distorted geometry from OMol25. Energies are from the ωB97M-V functional and the def2-TZVPD basis.

The geometry in XYZ format:
```
7
Properties=species:S:1:pos:R:3
S -0.683 -1.211 -1.382
S -4.585 -1.257 0.825
O -4.386 -0.192 1.841
O -2.169 -1.379 -1.282
C -0.158 -0.452 -0.110
H 0.914 -0.095 -0.221
H -0.787 -0.082 0.793
```

Properties
net charge: 0
ΔE to the lowest compared entry with this formula, charge and spin: 65.77 kcal per mole
E_LUMO (spin up / spin down): -1.12 / -1.14 eV
HOMO (spin up / spin down): -8.9176 / -8.8825 eV
energy: -986.02847 hartree


Here is a gas-phase ion, CH2O3PS (charge -1) at a distorted geometry from OMol25. Energies are from the ωB97M-V functional and the def2-TZVPD basis.

The geometry in XYZ format:
```
8
Properties=species:S:1:pos:R:3
S -2.062 -0.379 0.267
P -0.298 0.088 -0.865
O 1.813 0.167 0.722
O 0.540 -1.227 -0.725
O 0.561 2.129 0.909
C 0.856 0.954 0.560
H -2.530 -0.806 -0.931
H 1.121 -0.926 0.063
```

Properties
net charge: -1
ΔE to the lowest compared entry with this formula, charge and spin: 9.99 kcal per mole
E_LUMO: 3.49 eV
HOMO: -3.9489 eV
SMILES: O=C([O-])P(O)S
energy: -1004.67255 hartree